2 unconnected molecules or ions with the total composition C11H15N. Source: the Open Molecules 2025 dataset; level of theory: ωB97M-V/def2-TZVPD.

Computed properties:
<S²>: 0.7714
2S+1: 2
Net charge: +1
Frontier orbital gap (spin up / spin down) (hartree): 0.338 / 0.214
Energy above the lowest of the compared OMol25 structures with the same formula, charge and spin (eV): 2.421

Bonds (Å) are listed after each position.
Element x y z (Å)
1 C -0.758 -0.298 2.722  C3 1.541, H14 1.064, H15 1.170, H19 1.084
2 C -1.002 0.477 0.056  C3 1.499, C4 1.489, C6 1.405
3 C -1.006 0.662 1.543  C1 1.541, C2 1.499, C5 1.421
4 C -1.399 1.863 -0.315  C2 1.489, C9 1.405, N10 1.378
5 C -1.489 1.941 1.928  C3 1.421, N10 1.411, H16 1.045
6 C -0.756 -0.499 -0.925  C2 1.405, C7 1.445, H11 1.154
7 C -1.023 -0.101 -2.288  C6 1.445, C8 1.407, H12 1.102
8 C -1.321 1.226 -2.648  C7 1.407, C9 1.395, H13 1.081
9 C -1.427 2.218 -1.674  C4 1.405, C8 1.395, H18 1.170
10 N -1.671 2.695 0.750  C4 1.378, C5 1.411, H17 0.999
11 H -0.295 -1.551 -0.819  C6 1.154
12 H -0.781 -0.808 -3.099  C7 1.102
13 H -1.599 1.412 -3.675  C8 1.081
14 H 0.282 -0.504 2.635  C1 1.064
15 H -1.265 -1.338 2.547  C1 1.170
16 H -1.765 2.115 2.921  C5 1.045
17 H -1.454 3.662 0.627  N10 0.999
18 H -1.788 3.309 -1.895  C9 1.170
19 H -1.128 0.104 3.658  C1 1.084
20 C 2.980 -2.211 -0.942  C21 1.521, H22 1.084, H23 1.150, H24 1.230
21 C 2.512 -1.944 0.479  C20 1.521, H25 1.123, H26 1.175, H27 1.084
22 H 2.405 -1.602 -1.630  C20 1.084
23 H 4.057 -1.860 -1.139  C20 1.150
24 H 2.677 -3.337 -1.334  C20 1.230
25 H 3.229 -2.010 1.342  C21 1.123
26 H 1.648 -2.693 0.747  C21 1.175
27 H 2.136 -0.928 0.427  C21 1.084

Let us look at the Löwdin charges, expressed in e, one per atom: atom 1 (C): 0.0007, atom 2 (C): -0.0594, atom 3 (C): -0.0890, atom 4 (C): -0.2026, atom 5 (C): 0.0820, atom 6 (C): 0.0333, atom 7 (C): -0.0391, atom 8 (C): -0.0365, atom 9 (C): 0.0174, atom 10 (N): 0.1421, atom 11 (H): 0.1481, atom 12 (H): 0.1210, atom 13 (H): 0.1210, atom 14 (H): 0.0711, atom 15 (H): 0.1400, atom 16 (H): 0.1267, atom 17 (H): 0.1678, atom 18 (H): 0.1623, atom 19 (H): 0.0798, atom 20 (C): -0.2025, atom 21 (C): -0.2192, atom 22 (H): 0.0221, atom 23 (H): 0.0911, atom 24 (H): 0.1238, atom 25 (H): 0.0764, atom 26 (H): 0.0915, atom 27 (H): 0.0299